C3H2BrF3O | ωB97M-V/def2-TZVPD

Computed properties:
- energy above the lowest of the compared OMol25 structures with the same formula, charge and spin (kcal/mol) = 6.20
- SMILES = O=C(CF)C(F)(F)Br
- gap between HOMO and LUMO (eV) = 10.49

Structure (ORCA input):
```
! wB97M-V def2-TZVPD RIJCOSX def2/J DEFGRID3
* xyz 0 1
C 0.056 0.631 0.285
C 0.104 0.560 -1.250
C -0.261 -0.668 1.050
O 0.302 1.657 0.857
F 0.292 1.775 -1.755
F -0.730 -0.578 2.368
F -1.136 -1.508 0.496
Br 1.456 -1.752 1.149
H 0.735 -0.228 -1.631
H -0.818 0.111 -1.568
*
```

How is the electron density shared among the atoms? According to Mulliken, the charges in e are: atom 1 (C): 0.442, atom 2 (C): -0.365, atom 3 (C): 0.499, atom 4 (O): -0.451, atom 5 (F): -0.252, atom 6 (F): -0.214, atom 7 (F): -0.189, atom 8 (Br): -0.111, atom 9 (H): 0.333, atom 10 (H): 0.308


C3H2BrNO2S | ωB97M-V/def2-TZVPD

Computed properties:
- energy above the lowest of the compared OMol25 structures with the same formula, charge and spin (kcal/mol) = 3.30
- gap between HOMO and LUMO (eV) = 9.23

Structure (ORCA input):
```
! wB97M-V def2-TZVPD RIJCOSX def2/J DEFGRID3
* xyz 0 1
C -0.777 -0.378 -0.523
C -0.147 -1.089 0.369
C -0.548 1.696 -1.580
N -0.362 0.923 -0.738
O -0.528 2.571 -2.330
O 0.772 0.940 1.867
S 1.295 -0.122 0.995
Br 2.392 -1.790 2.078
H -1.683 -0.742 -1.093
H -0.413 -2.009 0.955
*
```

How is the electron density shared among the atoms? According to Mulliken, the charges in e are: atom 1 (C): -0.061, atom 2 (C): -0.376, atom 3 (C): 0.459, atom 4 (N): -0.195, atom 5 (O): -0.394, atom 6 (O): -0.461, atom 7 (S): 0.544, atom 8 (Br): -0.244, atom 9 (H): 0.308, atom 10 (H): 0.420


C3H2BrNO2S | ωB97M-V/def2-TZVPD

Computed properties:
- energy above the lowest of the compared OMol25 structures with the same formula, charge and spin (kcal/mol) = 54.73
- gap between HOMO and LUMO (eV) = 7.99

Structure (ORCA input):
```
! wB97M-V def2-TZVPD RIJCOSX def2/J DEFGRID3
* xyz 0 1
C 0.680 -1.601 -0.211
C 0.929 -2.662 0.291
C 0.042 2.108 0.777
N 0.431 -0.463 -0.778
O -0.244 2.972 1.552
O -0.797 1.850 -0.286
S -0.478 0.495 -1.418
Br -2.636 -0.501 -1.206
H 0.975 1.495 0.718
H 1.099 -3.694 0.561
*
```

How is the electron density shared among the atoms? According to Mulliken, the charges in e are: atom 1 (C): 0.464, atom 2 (C): -0.610, atom 3 (C): 0.321, atom 4 (N): -0.285, atom 5 (O): -0.433, atom 6 (O): -0.323, atom 7 (S): 0.350, atom 8 (Br): -0.163, atom 9 (H): 0.267, atom 10 (H): 0.412


C3H2BrO2 | ωB97M-V/def2-TZVPD

Computed properties:
- energy above the lowest of the compared OMol25 structures with the same formula, charge and spin (kcal/mol) = 0.00
- gap between HOMO and LUMO (eV) = 7.58

Structure (ORCA input):
```
! wB97M-V def2-TZVPD RIJCOSX def2/J DEFGRID3
* xyz -1 1
C -0.195 -0.142 -0.015
C -1.406 0.176 -0.424
C -2.584 1.754 0.484
O -3.242 2.221 -0.372
O -2.413 1.666 1.652
Br -2.382 -1.112 -1.668
H 0.276 -1.147 -0.157
H 0.403 0.707 0.596
*
```

How is the electron density shared among the atoms? According to Mulliken, the charges in e are: atom 1 (C): -0.462, atom 2 (C): -0.235, atom 3 (C): 0.621, atom 4 (O): -0.469, atom 5 (O): -0.497, atom 6 (Br): -0.371, atom 7 (H): 0.260, atom 8 (H): 0.152


C3H2BrO2S | ωB97M-V/def2-TZVPD

Computed properties:
- energy above the lowest of the compared OMol25 structures with the same formula, charge and spin (kcal/mol) = 18.25
- gap between HOMO and LUMO (eV) = 8.37

Structure (ORCA input):
```
! wB97M-V def2-TZVPD RIJCOSX def2/J DEFGRID3
* xyz -1 1
C -1.602 -0.302 0.119
C -1.085 -1.341 0.845
C -0.855 -1.226 -0.525
O 1.213 -0.195 -0.535
O 2.956 0.762 0.903
S 1.524 0.528 0.743
Br 0.816 2.750 0.222
H -2.169 0.547 -0.245
H -0.797 -1.523 -1.527
*
```

How is the electron density shared among the atoms? According to Mulliken, the charges in e are: atom 1 (C): -0.060, atom 2 (C): -0.996, atom 3 (C): 0.215, atom 4 (O): -0.526, atom 5 (O): -0.524, atom 6 (S): 0.561, atom 7 (Br): -0.457, atom 8 (H): 0.380, atom 9 (H): 0.406


C3H2CdO2 | ωB97M-V/def2-TZVPD

Computed properties:
- energy above the lowest of the compared OMol25 structures with the same formula, charge and spin (kcal/mol) = 42.40
- gap between HOMO and LUMO (alpha / beta) (eV) = 6.39 / 6.97

Structure (ORCA input):
```
! wB97M-V def2-TZVPD RIJCOSX def2/J DEFGRID3
* xyz -1 2
H 1.146 -0.066 1.073
Cd 2.385 0.144 -0.412
O -0.106 -0.832 -0.612
O -0.599 1.189 -0.899
C -0.616 -0.351 0.647
C -1.288 0.854 0.343
C 0.167 0.225 -1.349
H -1.088 -1.164 1.209
*
```

How is the electron density shared among the atoms? According to Mulliken, the charges in e are: atom 1 (H): -0.022, atom 2 (Cd): -0.189, atom 3 (O): -0.174, atom 4 (O): -0.038, atom 5 (C): -0.316, atom 6 (C): -0.484, atom 7 (C): -0.024, atom 8 (H): 0.246


C3H2CdO4 | ωB97M-V/def2-TZVPD

Computed properties:
- gap between HOMO and LUMO (eV) = 6.85

Structure (ORCA input):
```
! wB97M-V def2-TZVPD RIJCOSX def2/J DEFGRID3
* xyz 2 1
O 1.008 -4.172 -1.754
C 0.735 -3.076 -1.676
Cd -0.396 1.563 -0.191
C -2.485 0.798 -0.857
C 1.772 1.868 -0.954
O -3.574 0.785 -1.273
O 2.723 2.363 -1.423
O 0.044 0.068 2.300
H -0.080 0.592 3.184
H 0.254 -0.789 2.644
*
```

How is the electron density shared among the atoms? According to Mulliken, the charges in e are: atom 1 (O): -0.088, atom 2 (C): 0.090, atom 3 (Cd): 1.239, atom 4 (C): 0.293, atom 5 (C): 0.298, atom 6 (O): 0.050, atom 7 (O): 0.046, atom 8 (O): -0.627, atom 9 (H): 0.371, atom 10 (H): 0.328


C3H2CeFO4 | ωB97M-V/def2-TZVPD

Computed properties:
- gap between HOMO and LUMO (alpha / beta) (eV) = 2.66 / 5.53

Structure (ORCA input):
```
! wB97M-V def2-TZVPD RIJCOSX def2/J DEFGRID3
* xyz 3 3
C 1.977 2.979 0.268
O 3.072 3.146 0.480
H 0.555 0.260 0.820
C 0.279 -0.093 -1.492
O -0.814 -0.715 -0.934
C -0.969 -0.852 0.369
O -0.153 -0.309 1.201
O -1.934 -1.512 0.745
Ce -3.316 -2.522 2.579
F 1.262 -0.947 -1.708
H 0.040 0.565 -2.328
*
```

How is the electron density shared among the atoms? According to Mulliken, the charges in e are: atom 1 (C): 0.121, atom 2 (O): -0.071, atom 3 (H): 0.363, atom 4 (C): 0.393, atom 5 (O): -0.088, atom 6 (C): 0.851, atom 7 (O): -0.305, atom 8 (O): -0.562, atom 9 (Ce): 1.885, atom 10 (F): 0.047, atom 11 (H): 0.366


C3H2Cl2 | ωB97M-V/def2-TZVPD

Computed properties:
- energy above the lowest of the compared OMol25 structures with the same formula, charge and spin (kcal/mol) = 35.98
- SMILES = C#CC(Cl)Cl
- gap between HOMO and LUMO (eV) = 10.87

Structure (ORCA input):
```
! wB97M-V def2-TZVPD RIJCOSX def2/J DEFGRID3
* xyz 0 1
C -0.029 -0.124 0.480
C 1.345 -0.569 0.264
C 2.424 -1.026 -0.153
H -0.109 0.065 1.608
H 3.484 -1.136 -0.932
Cl 0.041 1.515 -0.110
Cl -1.559 -0.845 -0.138
*
```

How is the electron density shared among the atoms? According to Mulliken, the charges in e are: atom 1 (C): 0.202, atom 2 (C): -0.287, atom 3 (C): -0.190, atom 4 (H): 0.247, atom 5 (H): 0.306, atom 6 (Cl): -0.146, atom 7 (Cl): -0.133


C3H2Cl2CrGdO4 | ωB97M-V/def2-TZVPD

Computed properties:
- gap between HOMO and LUMO (alpha / beta) (eV) = 7.19 / 6.23

Structure (ORCA input):
```
! wB97M-V def2-TZVPD RIJCOSX def2/J DEFGRID3
* xyz 4 11
Cr -0.646 1.753 -0.764
Gd 0.603 -1.136 0.299
Cl -0.080 -0.223 -1.973
Cl -1.151 0.539 1.127
C 2.380 -1.902 2.143
C -0.963 2.733 -2.417
C -0.562 3.583 0.011
O 3.081 -2.420 2.889
O -1.241 3.396 -3.330
O -0.650 4.734 0.169
O -0.210 -3.329 0.485
H -0.787 -3.605 1.213
H 0.228 -4.123 0.149
*
```

How is the electron density shared among the atoms? According to Mulliken, the charges in e are: atom 1 (Cr): 0.646, atom 2 (Gd): 1.589, atom 3 (Cl): -0.053, atom 4 (Cl): -0.073, atom 5 (C): 0.004, atom 6 (C): 0.615, atom 7 (C): 0.664, atom 8 (O): 0.182, atom 9 (O): 0.105, atom 10 (O): 0.095, atom 11 (O): -0.580, atom 12 (H): 0.406, atom 13 (H): 0.402


C3H2Cl2F2 | ωB97M-V/def2-TZVPD

Computed properties:
- energy above the lowest of the compared OMol25 structures with the same formula, charge and spin (kcal/mol) = 102.45
- gap between HOMO and LUMO (alpha / beta) (eV) = 9.38 / 8.05

Structure (ORCA input):
```
! wB97M-V def2-TZVPD RIJCOSX def2/J DEFGRID3
* xyz 0 1
C -0.548 -0.884 0.496
C -1.594 -0.451 -0.188
C 1.518 0.660 0.096
F -2.712 -1.080 -0.420
F 2.222 0.622 1.279
Cl -1.591 1.158 -1.031
Cl 2.100 -0.023 -1.227
H -0.470 -1.708 1.074
H 1.077 1.705 -0.079
*
```

How is the electron density shared among the atoms? According to Mulliken, the charges in e are: atom 1 (C): -0.634, atom 2 (C): 0.549, atom 3 (C): 0.043, atom 4 (F): -0.201, atom 5 (F): -0.195, atom 6 (Cl): -0.192, atom 7 (Cl): -0.009, atom 8 (H): 0.384, atom 9 (H): 0.255


C3H2Cl2F2S | ωB97M-V/def2-TZVPD

Computed properties:
- energy above the lowest of the compared OMol25 structures with the same formula, charge and spin (kcal/mol) = 0.00
- SMILES = F[C@]1(Cl)[C@H](S)[C@@]1(F)Cl
- gap between HOMO and LUMO (eV) = 10.18

Structure (ORCA input):
```
! wB97M-V def2-TZVPD RIJCOSX def2/J DEFGRID3
* xyz 0 1
C -0.390 0.556 -0.342
C -0.152 -0.892 -0.023
C 1.041 0.061 -0.218
H -1.358 0.735 1.758
H -0.616 0.776 -1.337
F -0.302 -1.237 1.265
F 1.706 0.413 0.877
S -1.135 1.668 0.803
Cl -0.742 -2.147 -1.103
Cl 1.949 0.067 -1.680
*
```

How is the electron density shared among the atoms? According to Mulliken, the charges in e are: atom 1 (C): -0.520, atom 2 (C): 0.294, atom 3 (C): 0.675, atom 4 (H): 0.157, atom 5 (H): 0.382, atom 6 (F): -0.230, atom 7 (F): -0.228, atom 8 (S): -0.229, atom 9 (Cl): -0.146, atom 10 (Cl): -0.155